98
Properties=species:S:1:pos:R:3:forces:R:3 method="wB97M-V/def2-TZVPD" total_charge=-1 de_lowest_ev=4.707 mol_weight_g_mol=1056.69 max_force_ev_per_a=1.3 spin_multiplicity=1 e_lumo_ev=1.948
Cs 2.32545 -0.98421 1.03871 -0.331 -1.205 -0.180
N 6.62899 -0.84938 4.19198 -0.042 -0.019 -0.011
C 5.39011 -1.12964 3.66743 0.015 -0.010 0.071
S 4.52946 0.19900 3.00563 0.309 -0.025 0.335
N 5.06852 -2.40530 3.84002 -0.094 0.083 -0.101
N 3.89429 -2.81131 3.30291 0.087 0.129 0.078
C 3.50057 -3.96900 3.70874 -0.193 -0.160 -0.076
C 4.20918 -4.76687 4.75721 -0.012 -0.003 -0.043
C 4.66596 -6.04912 4.46884 0.011 -0.032 -0.004
C 5.30191 -6.81639 5.43726 -0.022 0.031 -0.011
C 5.47836 -6.30981 6.71613 -0.008 0.018 -0.008
C 5.02267 -5.03065 7.01520 0.002 -0.002 -0.020
C 4.39994 -4.26403 6.04259 0.003 0.020 0.017
C 2.27488 -4.57525 3.11773 0.093 0.032 0.059
C 1.54226 -5.51194 3.85883 -0.021 -0.014 0.027
C 0.42893 -6.11056 3.30110 0.024 -0.015 0.038
C 0.05804 -5.76930 2.01009 -0.010 -0.004 -0.007
C 0.82372 -4.81903 1.35645 0.052 0.112 -0.007
N 1.89856 -4.23225 1.87825 0.038 0.044 -0.043
H 7.03518 0.02539 3.91749 0.033 0.030 -0.014
H 7.22859 -1.64115 4.36023 0.001 0.020 -0.006
H 4.52296 -6.44990 3.47114 0.001 0.010 0.018
H 5.65773 -7.80939 5.19054 -0.001 0.006 0.001
H 5.97104 -6.90485 7.47558 -0.007 0.007 -0.006
H 5.16177 -4.62462 8.00989 -0.001 -0.006 -0.008
H 4.06885 -3.25850 6.26777 -0.001 -0.014 -0.010
H 1.85368 -5.75921 4.86410 0.004 -0.002 -0.002
H -0.14339 -6.83348 3.87018 0.007 0.007 -0.006
H -0.80062 -6.21154 1.52310 0.008 0.005 0.007
H 0.55415 -4.50702 0.35258 0.017 -0.021 0.013
Se -2.35178 0.15482 -5.36306 0.048 0.004 0.038
P -2.62694 1.35114 -3.63218 0.130 -0.055 0.113
C -2.54445 3.09613 -4.14171 -0.164 0.039 0.069
C -3.62737 3.56671 -4.89210 -0.007 0.003 0.030
C -3.64203 4.86770 -5.36062 0.030 0.003 -0.006
C -2.56895 5.71698 -5.10341 -0.031 0.001 -0.022
C -1.48031 5.24713 -4.39124 -0.003 -0.037 0.011
C -1.47428 3.93959 -3.91759 0.026 0.066 -0.033
C -4.33189 1.25443 -2.96295 -0.036 -0.075 -0.050
C -4.87636 2.31036 -2.23928 -0.032 -0.007 0.061
C -6.14761 2.20344 -1.68788 0.055 0.008 -0.022
C -6.88145 1.03936 -1.86237 0.006 -0.034 -0.027
C -6.34213 -0.01487 -2.58999 -0.010 0.015 0.021
C -5.07244 0.09075 -3.13743 0.032 0.029 -0.006
C -1.65744 0.82030 -2.19323 -0.161 -0.041 0.075
C -0.54492 1.05102 -1.41260 -0.059 -0.070 -0.065
N -0.21524 -0.08379 -0.66172 0.119 0.166 0.025
N -1.30244 -0.99805 -0.94737 0.090 0.025 -0.090
N -2.20214 -0.43261 -1.93681 0.107 0.107 0.068
P 0.55889 2.41500 -1.07442 -0.008 -0.029 0.007
Se 2.01342 2.11557 0.45280 -0.158 0.957 -0.300
C -0.42484 3.89191 -0.62973 -0.007 -0.026 -0.097
C -1.81062 3.84270 -0.54003 -0.020 0.009 -0.063
C -2.53220 4.96896 -0.16500 0.000 -0.013 -0.022
C -1.87418 6.15506 0.11838 0.002 -0.007 0.007
C -0.48627 6.20321 0.06122 0.015 -0.035 0.003
C 0.23553 5.07328 -0.29099 -0.005 0.051 0.010
C 1.42671 2.73745 -2.64651 -0.065 -0.061 -0.073
C 1.63694 1.64254 -3.48359 -0.035 0.056 -0.019
C 2.33009 1.79875 -4.67448 0.013 0.028 -0.014
C 2.81426 3.04700 -5.04094 -0.011 -0.034 -0.002
C 2.60676 4.13969 -4.21090 -0.030 0.002 0.027
C 1.91805 3.98508 -3.01645 0.059 0.070 0.028
H -4.45459 2.90249 -5.11212 0.007 0.029 0.008
H -4.48968 5.22160 -5.93445 0.007 -0.007 0.001
H -2.58194 6.73593 -5.47127 -0.005 -0.013 0.006
H -0.62837 5.88854 -4.19990 -0.004 -0.022 0.006
H -0.61116 3.57589 -3.39850 0.172 -0.045 0.145
H -4.31656 3.22980 -2.11352 0.021 -0.003 0.010
H -6.56448 3.03276 -1.12870 0.010 -0.011 -0.010
H -7.87442 0.95455 -1.43691 0.015 0.000 -0.003
H -6.91280 -0.92547 -2.72763 0.009 0.011 0.000
H -4.63493 -0.72406 -3.70148 -0.002 0.019 0.008
H -2.31949 2.91268 -0.75955 -0.013 -0.032 -0.025
H -3.61244 4.91408 -0.09571 0.018 0.001 -0.003
H -2.43711 7.03572 0.40362 0.011 -0.013 -0.005
H 0.03675 7.11762 0.31333 -0.003 -0.014 -0.004
H 1.31823 5.09330 -0.26632 -0.016 -0.007 0.014
H 1.23061 0.67603 -3.21038 0.004 0.003 0.000
H 2.47442 0.94638 -5.32615 -0.007 0.006 0.015
H 3.34407 3.17001 -5.97760 -0.007 -0.002 0.012
H 2.97419 5.11779 -4.49704 -0.003 -0.012 0.010
H 1.75055 4.84837 -2.38449 0.020 -0.037 -0.028
C -0.61606 -2.31540 3.45550 0.014 -0.047 0.064
C -1.56530 -1.55316 2.56253 0.051 0.042 -0.007
O -1.31862 -1.92624 1.21458 -0.120 -0.013 0.002
C -2.09739 -1.21427 0.29569 0.137 -0.017 -0.029
C -0.75956 -2.28834 -1.44497 -0.044 0.032 0.029
H -0.82394 -2.09015 4.50339 0.010 0.010 -0.032
H 0.42147 -2.04553 3.25313 -0.036 -0.016 0.027
H -0.72138 -3.39106 3.30378 -0.010 0.049 0.013
H -1.41845 -0.47249 2.66649 0.008 0.036 0.004
H -2.60672 -1.77638 2.82462 -0.031 -0.020 0.008
H -2.33120 -0.20895 0.64330 -0.056 0.016 0.052
H -3.00719 -1.74703 0.00695 -0.027 -0.059 0.002
H -0.08918 -2.69998 -0.69350 -0.010 0.028 -0.043
H -0.23603 -2.05430 -2.36401 0.013 -0.023 -0.036
H -1.59539 -2.95817 -1.64621 0.017 -0.005 0.005